Here is a single C14H13Cl2N3O2S2 molecule from the Open Molecules 2025 dataset. Energies are from ωB97M-V with the def2-TZVPD basis set.

Output
SMILES = CNC(=S)NNC(=O)c1sccc1OCc1ccc(Cl)cc1Cl
HOMO = -8.49 eV
relative energy (zero: lowest compared OMol25 entry of this formula, charge and spin) = 2.1 kcal per mole
gap between HOMO and LUMO = 8.36 eV

Each line ends with the Löwdin charge.
Element x y z (Å)
C: 1.47 -3.34 5.68  -0.088
N: 0.84 -2.97 4.36  -0.031
C: 1.54 -2.58 3.18  -0.750
N: 0.82 -2.63 2.18  0.071
N: 1.38 -1.88 1.18  0.076
C: 0.39 -1.46 0.34  -0.244
O: -0.91 -1.63 0.58  -0.027
C: 1.16 -0.63 -0.85  -0.344
C: 0.49 -0.19 -1.95  -0.398
C: 1.17 0.68 -2.76  -0.073
C: 2.55 0.60 -2.40  -0.358
S: 2.86 -0.20 -0.84  1.023
H: 3.29 1.47 -2.56  0.098
H: 0.87 1.06 -3.76  0.128
O: -0.79 -0.50 -2.20  -0.029
C: -1.75 0.18 -2.97  -0.044
C: -1.96 1.72 -2.31  -0.248
C: -1.99 1.69 -0.96  0.055
C: -2.00 3.01 -0.54  -0.170
C: -2.17 4.00 -1.18  -0.651
C: -1.93 4.07 -2.50  -0.018
C: -1.93 2.60 -3.16  -0.494
Cl: -1.79 2.67 -4.97  0.636
H: -2.16 4.78 -3.14  0.039
Cl: -2.00 5.70 -0.51  0.608
H: -2.13 3.07 0.61  0.169
H: -1.95 0.93 -0.31  0.098
H: -2.56 -0.26 -3.26  0.066
H: -1.31 0.27 -3.97  0.085
H: 2.24 -1.84 1.15  -0.071
H: -0.10 -2.69 2.08  0.099
S: 3.24 -2.10 3.38  0.546
H: -0.05 -3.44 4.30  0.120
H: 2.52 -2.79 5.79  0.088
H: 1.67 -4.38 5.96  0.095
H: 1.01 -2.98 6.34  -0.062

Here is a molecular structure, C14H13ClN2O3Pd from the Open Molecules 2025 dataset. Energies are from ωB97M-V with the def2-TZVPD basis set.

Output
HOMO (alpha / beta) = -15.41 / -15.41 eV
relative energy (zero: lowest compared OMol25 entry of this formula, charge and spin) = 0.0 kcal per mole
spin multiplicity = 5
gap between HOMO and LUMO (alpha / beta) = 8.41 / 3.56 eV
total charge = +2

Each line ends with the Löwdin charge.
Element x y z (Å)
Cl: -3.32 -0.11 -1.93  0.725
C: 0.37 -2.83 -2.47  -0.062
C: 1.51 -2.09 -2.03  -0.047
C: 1.35 -0.74 -2.45  -0.006
H: 2.36 -2.49 -1.48  0.148
C: 0.11 -0.63 -3.16  -0.303
C: -0.48 -1.94 -3.20  -0.040
H: -1.42 -2.18 -3.70  0.148
H: 0.19 -3.89 -2.31  0.146
H: 2.03 0.10 -2.28  0.153
C: -0.40 0.60 -3.84  -0.005
Pd: -0.54 -1.18 -1.03  0.899
C: -0.17 -2.58 0.37  -0.035
C: -2.56 -1.23 -0.72  -0.727
O: 0.07 -3.14 1.34  0.232
O: -3.23 -1.85 0.05  0.136
H: -0.05 1.49 -3.32  0.109
H: -1.49 0.60 -3.86  0.058
H: -0.03 0.64 -4.88  0.131
N: 1.55 2.48 4.86  0.191
C: 0.37 2.59 4.17  -0.460
O: -0.55 3.30 4.57  0.097
C: 0.26 1.81 2.89  -0.068
C: 1.29 1.03 2.33  0.041
C: 1.02 0.25 1.21  -0.111
N: -0.18 0.26 0.62  -0.052
C: -1.15 1.06 1.07  -0.081
C: -0.96 1.84 2.21  0.061
H: 1.59 2.94 5.75  0.132
H: 2.25 1.79 4.63  0.096
H: 2.30 0.99 2.74  0.126
H: 1.80 -0.40 0.78  0.117
H: -2.11 1.08 0.54  0.106
H: -1.79 2.44 2.57  0.144

Here is a molecular structure, C14H13ClN2O3W from the Open Molecules 2025 dataset. Energies are from ωB97M-V with the def2-TZVPD basis set.

Output
HOMO (alpha / beta) = -15.78 / -15.76 eV
relative energy (zero: lowest compared OMol25 entry of this formula, charge and spin) = 31.0 kcal per mole
spin multiplicity = 3
gap between HOMO and LUMO (alpha / beta) = 6.17 / 5.28 eV
total charge = +2

Each line ends with the Löwdin charge.
Element x y z (Å)
Cl: -0.51 -0.71 -3.91  0.684
C: 0.20 2.43 -1.09  -0.117
C: -0.93 2.33 -0.20  -0.138
C: -2.09 2.05 -0.99  -0.122
H: -0.93 2.54 0.87  0.145
C: -1.70 1.98 -2.37  -0.401
C: -0.27 2.21 -2.42  -0.130
H: 0.30 2.27 -3.34  0.155
H: 1.21 2.71 -0.81  0.151
H: -3.11 2.00 -0.63  0.159
C: -2.61 1.81 -3.54  -0.023
W: -0.69 0.36 -1.28  1.492
C: -2.26 -0.78 -0.85  -0.119
O: -3.16 -1.47 -0.55  0.222
C: 0.55 -1.07 -2.39  -0.712
O: 1.44 -1.87 -2.38  0.070
H: -3.49 1.21 -3.29  0.107
H: -2.09 1.32 -4.37  0.053
H: -2.96 2.78 -3.92  0.125
N: 2.94 -1.77 4.65  0.199
C: 2.32 -2.52 3.69  -0.459
O: 2.35 -3.74 3.70  0.106
C: 1.62 -1.76 2.61  -0.053
C: 1.57 -0.36 2.51  0.047
C: 0.91 0.25 1.45  -0.063
N: 0.26 -0.48 0.49  -0.106
C: 0.26 -1.84 0.60  -0.084
C: 0.95 -2.48 1.62  0.070
H: 3.40 -2.27 5.39  0.138
H: 2.91 -0.76 4.67  0.095
H: 2.06 0.30 3.23  0.128
H: 0.90 1.33 1.36  0.109
H: -0.29 -2.41 -0.15  0.120
H: 0.96 -3.57 1.62  0.150

Here is a molecular structure, C14H13ClN4O8Pd from the Open Molecules 2025 dataset. Energies are from ωB97M-V with the def2-TZVPD basis set.

Output
HOMO = -9.66 eV
relative energy (zero: lowest compared OMol25 entry of this formula, charge and spin) = 12.9 kcal per mole
gap between HOMO and LUMO = 9.09 eV

Each line ends with the Löwdin charge.
Element x y z (Å)
Pd: 0.11 0.02 0.32  1.063
O: -1.07 -1.60 3.80  0.128
C: -0.69 -1.32 2.70  -0.407
N: -0.55 -0.05 2.15  0.010
C: -0.72 1.15 2.79  -0.420
O: -1.06 1.34 3.93  0.126
C: -0.40 2.31 1.85  -0.159
C: -0.25 3.59 2.34  0.018
C: 0.03 4.60 1.44  -0.029
C: 0.14 4.31 0.10  -0.027
C: -0.01 3.00 -0.32  -0.099
N: -0.28 2.02 0.53  -0.010
C: -0.27 -2.39 1.69  -0.149
C: -0.24 -3.73 2.04  0.018
C: 0.17 -4.65 1.08  -0.030
C: 0.52 -4.20 -0.18  -0.023
C: 0.47 -2.85 -0.46  -0.089
N: 0.07 -1.98 0.45  -0.015
H: -0.37 3.75 3.40  0.127
H: 0.17 5.62 1.79  0.116
H: 0.36 5.08 -0.63  0.114
H: 0.08 2.71 -1.36  0.105
H: -0.52 -4.00 3.04  0.127
H: 0.21 -5.70 1.32  0.115
H: 0.85 -4.89 -0.95  0.114
H: 0.74 -2.44 -1.42  0.098
O: 1.60 -0.13 -1.58  -0.439
Cl: 2.81 0.21 -0.77  0.665
O: 3.95 0.24 -1.61  -0.289
O: 2.90 -0.77 0.26  -0.334
O: 2.51 1.49 -0.20  -0.349
N: 1.14 0.39 -4.52  0.016
C: 0.22 -0.68 -4.15  -0.171
C: -0.69 -0.21 -3.02  -0.572
O: -1.22 -0.96 -2.24  0.066
O: -0.81 1.12 -2.95  0.080
H: 1.91 0.42 -3.87  0.072
H: -0.22 1.45 -3.66  0.101
H: 1.50 0.28 -5.46  0.086
H: 0.70 -1.60 -3.81  0.116
H: -0.43 -0.93 -4.99  0.133

Here is a single C14H13F3N2O3S molecule from the Open Molecules 2025 dataset. Energies are from ωB97M-V with the def2-TZVPD basis set.

Output
SMILES = O=S(=O)(NCCc1ccccn1)c1ccc(OC(F)(F)F)cc1
HOMO = -9.34 eV
gap between HOMO and LUMO = 9.89 eV

Each line ends with the Löwdin charge.
Element x y z (Å)
O: 0.76 1.79 -0.58  -0.281
S: 0.49 0.44 -0.17  0.647
O: 0.73 0.05 1.18  -0.260
N: 1.23 -0.59 -1.26  -0.138
H: 1.71 -0.05 -1.97  0.113
C: 1.99 -1.72 -0.76  -0.224
H: 1.88 -2.54 -1.48  0.118
C: 3.47 -1.40 -0.53  -0.120
C: 3.59 -0.34 0.53  -0.331
N: 3.61 -0.78 1.78  0.115
C: 3.61 0.11 2.75  -0.142
C: 3.57 1.48 2.54  -0.060
C: 3.57 1.93 1.24  -0.063
C: 3.59 1.01 0.21  -0.059
H: 3.59 1.34 -0.82  0.111
H: 3.55 2.99 1.02  0.112
H: 3.55 2.16 3.38  0.100
H: 3.62 -0.31 3.75  0.106
H: 3.92 -1.07 -1.47  0.115
H: 3.97 -2.31 -0.19  0.118
H: 1.53 -2.00 0.18  0.119
C: -1.26 0.14 -0.50  -0.259
C: -1.68 -0.68 -1.53  -0.045
C: -3.04 -0.87 -1.73  0.020
C: -3.95 -0.24 -0.90  -0.189
C: -3.53 0.58 0.14  0.016
C: -2.17 0.76 0.33  -0.035
H: -1.80 1.39 1.13  0.124
H: -4.22 1.08 0.80  0.120
O: -5.29 -0.50 -1.20  0.142
C: -6.27 0.05 -0.49  -0.735
F: -6.26 -0.28 0.81  0.164
F: -6.28 1.39 -0.52  0.164
F: -7.43 -0.36 -0.98  0.185
H: -3.41 -1.50 -2.52  0.126
H: -0.96 -1.16 -2.16  0.107

Here is a single C14H13F3N4O2S molecule from the Open Molecules 2025 dataset. Energies are from ωB97M-V with the def2-TZVPD basis set.

Output
SMILES = CC(C)c1nnc(NC(=O)c2cccc(NC(=O)C(F)(F)F)c2)s1
HOMO = -9.03 eV
gap between HOMO and LUMO = 9.37 eV

Each line ends with the Löwdin charge.
Element x y z (Å)
C: -0.43 2.21 2.49  -0.063
H: -1.18 1.43 2.44  0.085
H: -0.73 2.95 3.23  0.081
H: -0.36 2.69 1.52  0.065
C: 0.93 1.61 2.88  -0.428
C: 1.34 0.65 1.83  -0.586
N: 0.75 -0.45 1.56  0.036
N: 1.27 -1.15 0.56  0.033
C: 2.30 -0.58 0.02  -0.629
N: 2.99 -1.06 -1.06  0.110
C: 2.50 -1.84 -2.09  -0.416
O: 3.26 -2.34 -2.89  0.107
C: 1.02 -1.95 -2.15  -0.142
C: 0.24 -0.81 -2.00  0.028
C: -1.14 -0.93 -1.97  -0.192
C: -1.74 -2.17 -2.17  -0.012
C: -0.96 -3.29 -2.38  -0.059
C: 0.42 -3.19 -2.35  -0.010
H: 1.05 -4.06 -2.49  0.121
H: -1.42 -4.25 -2.54  0.108
H: -2.82 -2.26 -2.15  0.113
N: -1.97 0.18 -1.70  0.161
C: -1.60 1.35 -1.17  -0.357
O: -0.49 1.75 -0.91  0.111
C: -2.85 2.25 -0.90  -0.550
F: -3.53 2.49 -2.03  0.148
F: -2.53 3.42 -0.36  0.174
F: -3.71 1.63 -0.06  0.145
H: -2.96 0.00 -1.81  0.154
H: 0.69 0.16 -1.90  0.115
H: 3.98 -0.86 -1.10  0.154
S: 2.73 0.95 0.78  1.099
C: 0.84 0.89 4.23  -0.067
H: 0.50 1.59 5.00  0.078
H: 1.81 0.50 4.52  0.080
H: 0.13 0.07 4.17  0.079
H: 1.67 2.41 2.94  0.126